[1]
The following is a quantum chemistry calculation of a structure of composition C38H48BCaN8S4, from the OMol25 dataset.

Last column: Mulliken charge in e.
Element x y z (Å)
1 Ca -0.0920 1.3725 -0.7678  0.42
2 C 2.9305 -1.3461 -5.2364  -1.47
3 C 1.6142 -2.0550 -4.8853  1.30
4 C 0.4764 -1.2212 -5.4642  -1.93
5 C 1.5820 -3.4544 -5.5082  -1.67
6 N 1.5676 -2.2201 -3.4073  0.52
7 C 2.6745 -2.7672 -2.7665  -0.51
8 C 2.4628 -2.7071 -1.4439  -1.21
9 N 1.2210 -2.1531 -1.2388  0.97
10 B 0.6511 -1.7045 0.1207  0.15
11 N 1.7439 -1.7386 1.1934  0.85
12 C 1.8312 -2.5951 2.2651  -1.33
13 C 2.7386 -2.0998 3.1224  -0.29
14 N 3.2114 -0.9007 2.5991  0.44
15 C 2.5793 -0.6886 1.3920  0.26
16 S 2.7399 0.5821 0.2950  -0.32
17 C 4.1001 0.0325 3.3347  1.51
18 C 4.4490 -0.5957 4.6822  -2.29
19 C 3.3615 1.3522 3.5937  -1.45
20 C 5.4052 0.2586 2.5633  -1.69
21 N -0.5292 -2.5950 0.5316  1.20
22 C -0.9527 -3.7403 -0.1034  -1.07
23 C -2.1721 -4.0451 0.3588  -0.68
24 N -2.5450 -3.0674 1.2808  0.49
25 C -1.5001 -2.1711 1.3957  0.07
26 S -1.2552 -0.8839 2.4455  -0.38
27 C -3.9292 -3.0813 1.8201  1.48
28 C -4.8836 -3.3095 0.6374  -1.71
29 C -4.0345 -4.2451 2.8111  -1.69
30 C -4.3548 -1.7924 2.5129  -2.13
31 C 0.6638 -1.8451 -2.4430  0.11
32 S -0.9072 -1.2387 -2.5907  -0.38
33 H 2.9162 -1.0628 -6.2894  0.48
34 H 3.8010 -1.9833 -5.0714  0.39
35 H 3.0301 -0.4416 -4.6359  0.24
36 H 0.6503 -1.1103 -6.5373  0.55
37 H 0.4619 -0.2337 -5.0059  0.26
38 H -0.4894 -1.6889 -5.3067  0.44
39 H 1.6784 -3.3750 -6.5921  0.44
40 H 0.6379 -3.9503 -5.2765  0.34
41 H 2.3992 -4.0746 -5.1350  0.36
42 H 3.5269 -3.1339 -3.3070  0.51
43 H 3.0917 -3.0133 -0.6269  0.58
44 H 0.3124 -0.5589 0.0313  -0.95
45 H 1.2271 -3.4823 2.3347  0.59
46 H 3.0666 -2.4990 4.0631  0.50
47 H 3.5571 -0.7455 5.2932  0.47
48 H 5.1117 0.0832 5.2170  0.45
49 H 4.9652 -1.5492 4.5540  0.49
50 H 2.3862 1.1550 4.0426  0.37
51 H 3.2091 1.8953 2.6660  0.06
52 H 3.9438 1.9746 4.2764  0.51
53 H 5.9510 -0.6818 2.4542  0.41
54 H 6.0313 0.9689 3.1067  0.45
55 H 5.1951 0.6578 1.5764  0.32
56 H -0.3425 -4.2505 -0.8277  0.61
57 H -2.8105 -4.8714 0.1075  0.49
58 H -4.8289 -4.3295 0.2546  0.42
59 H -4.6438 -2.6203 -0.1735  0.37
60 H -5.9088 -3.1250 0.9588  0.46
61 H -3.7723 -5.1926 2.3356  0.37
62 H -5.0556 -4.3157 3.1901  0.43
63 H -3.3599 -4.0791 3.6521  0.36
64 H -4.2028 -0.9303 1.8697  0.46
65 H -3.7969 -1.6234 3.4262  0.40
66 H -5.4187 -1.8646 2.7518  0.55
67 S 1.6857 1.4825 -2.9088  -0.40
68 C 0.4474 2.5432 -3.4220  0.36
69 C 0.4750 3.1660 -4.6932  -0.81
70 C -0.5285 4.0294 -5.0542  -0.15
71 C -1.5685 4.2874 -4.1538  -0.95
72 C -1.5392 3.6445 -2.9371  -0.32
73 N -0.5779 2.7909 -2.5727  -0.06
74 H 1.3079 2.9409 -5.3443  0.44
75 H -0.5158 4.5145 -6.0233  0.38
76 H -2.3741 4.9652 -4.3987  0.39
77 H -2.3203 3.8187 -2.2029  0.35
78 C -5.1346 2.2292 1.7046  -0.57
79 C -4.2368 2.7299 2.6440  -0.64
80 C -2.8994 2.8821 2.3361  -0.31
81 C -2.3942 2.5482 1.0602  -0.09
82 C -3.3049 1.9677 0.1558  -0.12
83 C -4.6462 1.8290 0.4701  -0.87
84 N -1.0758 2.7169 0.6935  -0.11
85 C -0.3181 3.7305 1.2457  0.38
86 C -0.8560 4.9587 1.6943  -0.47
87 C -0.0521 5.9379 2.2461  -0.58
88 C 1.3224 5.7574 2.3611  -0.62
89 C 1.8797 4.5860 1.8675  -0.45
90 C 1.0833 3.5995 1.3146  0.42
91 H -6.1872 2.1353 1.9413  0.37
92 H -4.5853 2.9986 3.6351  0.35
93 H -2.2119 3.2424 3.0886  0.56
94 H -2.9439 1.6425 -0.8179  0.36
95 H -5.3238 1.3993 -0.2600  0.41
96 H -1.9169 5.1376 1.5864  0.50
97 H -0.5008 6.8654 2.5850  0.36
98 H 1.9447 6.5170 2.8173  0.36
99 H 2.9521 4.4353 1.9197  0.41
100 H 1.5459 2.6868 0.9451  -0.60

Properties
Charge ... -1
Gap between HOMO and LUMO ... 6.3072 eV
E_HOMO ... -3.85 eV

=====

[2]
The following is a quantum chemistry calculation of a structure of composition C18H18N5OPt, from the OMol25 dataset.

Last column: Mulliken charge in e.
Element x y z (Å)
1 Pt 0.4671 0.1500 -0.5156  0.64
2 C 1.3210 -2.4865 2.6544  -1.46
3 C 1.3297 -1.6302 1.4387  1.02
4 N 0.2653 -1.1587 0.8863  0.46
5 N -0.9991 -1.3490 1.3572  -1.02
6 C -1.8538 -0.6160 0.6670  0.33
7 O -1.5307 0.1618 -0.3308  -0.65
8 C -3.2798 -0.6852 1.0293  0.55
9 C -4.2190 -0.0150 0.2486  -0.35
10 C -5.5620 -0.0732 0.5798  -0.65
11 C -5.9711 -0.7952 1.6924  -0.37
12 C -5.0372 -1.4634 2.4736  -0.71
13 C -3.6942 -1.4118 2.1450  -0.27
14 C 2.5630 -1.2882 0.6993  0.42
15 C 3.8110 -1.7644 1.0488  -0.59
16 C 4.8900 -1.5285 0.2059  -0.41
17 C 4.6866 -0.8532 -0.9817  -0.80
18 C 3.4195 -0.3636 -1.2580  -0.05
19 N 2.3978 -0.5286 -0.4245  -0.34
20 H 0.2992 -2.7641 2.8953  0.33
21 H 1.7459 -1.9491 3.5051  0.34
22 H 1.9118 -3.3888 2.4949  0.39
23 H -3.8921 0.5429 -0.6171  0.40
24 H -6.2909 0.4436 -0.0297  0.40
25 H -7.0208 -0.8376 1.9517  0.39
26 H -5.3583 -2.0251 3.3403  0.39
27 H -2.9593 -1.9288 2.7450  0.43
28 H 3.9331 -2.3340 1.9585  0.39
29 H 5.8729 -1.8970 0.4661  0.44
30 H 5.4880 -0.6945 -1.6881  0.40
31 H 3.2042 0.1810 -2.1671  0.57
32 C 2.5364 3.0243 -1.5397  -1.27
33 C 1.2008 2.7222 -2.1165  0.69
34 N 0.4495 1.6416 -1.9567  -0.16
35 C -0.7237 1.8504 -2.6693  -0.41
36 C -0.6597 3.0512 -3.2829  -0.44
37 N 0.5582 3.5836 -2.9239  -0.07
38 H 2.7822 2.3133 -0.7579  0.26
39 H 2.5414 4.0195 -1.0953  0.42
40 H 3.3104 2.9898 -2.3078  0.32
41 H -1.5017 1.1095 -2.6883  0.44
42 H -1.3514 3.5666 -3.9234  0.41
43 H 0.9196 4.4783 -3.2091  0.20

Properties
Energy above the lowest of the compared OMol25 structures with the same formula, charge and spin ... 2.51 kcal per mole
Charge ... +1
Gap between HOMO and LUMO ... 7.3017 eV
E_HOMO ... -11.16 eV

=====

[3]
The following is a quantum chemistry calculation of a cluster of 4 separate species, CH10O3S2 in total, from the OMol25 dataset.

Last column: Mulliken charge in e.
Element x y z (Å)
1 C 0.2260 -1.2939 -1.2507  -0.90
2 S 0.5579 0.6079 -1.2031  -0.11
3 S 2.5732 0.4731 -0.6058  -0.18
4 H 0.2871 -1.6343 -0.1996  0.30
5 H -0.7520 -1.3189 -1.7151  0.31
6 H 0.9821 -1.7440 -1.9057  0.40
7 H 2.2845 -0.7384 -0.0709  0.16
8 H -1.5195 0.7178 0.6833  0.44
9 H -0.0977 1.2784 1.0893  0.30
10 O -0.9247 0.9684 1.4829  -0.75
11 H -1.5562 -1.7311 2.8949  0.28
12 H -1.0511 -0.5546 1.9914  0.43
13 O -1.5704 -1.3436 2.0270  -0.70
14 H -3.4277 0.4844 1.0532  0.29
15 H -2.6821 -0.7764 0.9767  0.48
16 O -2.9951 -0.0642 0.4462  -0.75

Properties
Energy above the lowest of the compared OMol25 structures with the same formula, charge and spin ... 18.43 kcal per mole
Gap between HOMO and LUMO ... 8.9064 eV
E_HOMO ... -8.52 eV
SMILES string ... CSS.O.O.O

=====

[4]
The following is a quantum chemistry calculation of a cluster of 3 separate species, H6O3 in total, from the OMol25 dataset.

Last column: Mulliken charge in e.
Element x y z (Å)
1 O 1.6277 0.9136 1.7923  -0.64
2 H 1.9006 1.4191 1.0133  0.33
3 H 1.9933 1.1517 2.6564  0.31
4 O -0.4294 0.0775 -0.2456  -0.66
5 H -0.4722 0.6888 -0.9004  0.27
6 H -0.2125 0.5473 0.5982  0.35
7 O -1.3786 -1.9948 -1.6906  -0.64
8 H -1.8798 -1.4168 -2.2642  0.27
9 H -1.1491 -1.3864 -0.9593  0.41

Properties
Energy above the lowest of the compared OMol25 structures with the same formula, charge and spin ... 16.27 kcal per mole
Gap between HOMO and LUMO ... 11.0284 eV
E_HOMO ... -10.59 eV
SMILES string ... O.O.O

=====

[5]
The following is a quantum chemistry calculation of a structure of composition C5H6F4INO3S, from the OMol25 dataset.

Last column: Mulliken charge in e.
Element x y z (Å)
1 C 1.6732 0.2515 0.5657  -0.08
2 C 2.4567 -1.8279 -0.4933  -0.82
3 C -1.8389 0.8627 0.7900  0.26
4 C -1.5988 2.1534 -0.0545  0.44
5 C -1.2948 -0.3212 0.0657  -0.33
6 N 1.5846 -0.6616 -0.3988  0.11
7 O 0.7729 1.0552 0.8263  -0.50
8 O 0.1041 0.6817 -1.8913  -0.67
9 O -0.2410 -1.7545 -1.8630  -0.70
10 F -3.1750 0.7609 1.0577  -0.30
11 F -2.6481 2.3199 -0.8359  -0.29
12 F -1.4534 3.2433 0.8248  -0.31
13 F -0.2423 -1.7067 1.9117  -0.65
14 S 0.0286 -0.5389 -1.1545  1.36
15 I -2.4150 -2.0198 0.1903  0.48
16 H 2.6530 0.3898 1.0004  0.47
17 H 2.7149 -2.1363 0.5277  0.32
18 H 1.6298 -2.4100 -1.0059  0.29
19 H 3.3087 -1.3691 -1.0644  0.32
20 H -1.2800 0.9066 1.7615  0.36
21 H -0.7390 2.1211 -0.7602  0.23

Properties
Energy above the lowest of the compared OMol25 structures with the same formula, charge and spin ... 82.98 kcal per mole
Gap between HOMO and LUMO (spin up / spin down) ... 6.5741 / 6.5566 eV
E_HOMO (spin up / spin down) ... -9.93 / -9.92 eV

=====

[6]
The following is a quantum chemistry calculation of an isolated molecule of C5H10, from the OMol25 dataset.

Last column: Mulliken charge in e.
Element x y z (Å)
1 C -0.3407 -1.0249 -0.1188  -0.25
2 C 0.5238 0.1082 0.0862  0.72
3 C -1.8429 -0.8125 0.1084  -1.20
4 C -0.0220 1.5447 0.2535  -1.27
5 C 2.0234 -0.1892 -0.1601  -1.22
6 H -0.1838 -2.0223 -0.4569  0.35
7 H -2.2702 -1.6995 0.6383  0.35
8 H -2.2919 -0.4584 -0.8039  0.30
9 H -2.1229 -0.0669 0.8051  0.30
10 H -0.7507 1.6181 1.0738  0.32
11 H -0.7431 1.8774 -0.5584  0.30
12 H 0.7958 2.2509 0.1240  0.34
13 H 2.1180 -0.9586 -0.9242  0.33
14 H 2.5434 -0.7577 0.6480  0.28
15 H 2.5639 0.5907 -0.7152  0.36

Properties
Energy above the lowest of the compared OMol25 structures with the same formula, charge and spin ... 47.84 kcal per mole
Gap between HOMO and LUMO ... 9.4963 eV
E_HOMO ... -8.41 eV
SMILES string ... CC=C(C)C

=====

| no. | largest force on an atom (eV/A) |
| --- | --- |
| 1 | 1.4 |
| 2 | 1.1 |
| 3 | 3.1 |
| 4 | 4.7 |
| 5 | 3.6 |
| 6 | 5.7 |